Below is a structure of composition C53H34F3I4LaN5O, with properties calculated with ωB97M-V/def2-TZVPD.

Output
HOMO level (spin up / spin down): -2.48 / -2.71 eV
net charge: -1
LUMO (spin up / spin down): 1.2 / 1.2 eV
energy: -3911.12909 Ha

Geometry as XYZ:
```
101
Properties=species:S:1:pos:R:3:lowdin_charge:R:1
La -0.0469 0.1667 -0.2349 1.9626
I -6.3820 4.7877 -4.6697 0.7454
C -5.3444 3.1608 -3.8057 -0.7507
C -4.4506 2.4275 -4.5725 -0.1758
C -3.7394 1.3926 -3.9979 -0.0325
C -3.8788 1.0445 -2.6294 -0.1676
C -4.8074 1.8238 -1.8933 -0.0478
C -5.5259 2.8552 -2.4662 -0.1798
C -3.0419 0.0622 -1.9901 -0.1077
C -3.2029 -0.3248 -0.6345 -0.2782
C -4.4327 -0.5793 0.0692 -0.0323
C -4.1050 -1.1477 1.2660 -0.0206
C -2.6699 -1.1827 1.3486 -0.2536
C -1.9097 -1.6343 2.4391 -0.0989
C -2.6489 -2.2430 3.5758 -0.1960
C -2.4212 -3.5831 3.9027 -0.0250
C -3.0988 -4.2001 4.9418 -0.1519
C -4.0215 -3.4666 5.6696 -0.7298
I -5.0586 -4.3951 7.2567 0.7893
C -4.2716 -2.1394 5.3758 -0.1579
C -3.5814 -1.5353 4.3330 -0.0398
C -0.4893 -1.6162 2.5560 -0.2960
N 0.4016 -1.2294 1.5779 -0.1026
C 1.6670 -1.3557 2.0903 -0.2711
C 2.8744 -1.1942 1.3486 -0.1236
C 4.1506 -1.3752 2.0965 -0.2169
C 4.6349 -2.6534 2.3681 -0.0210
C 5.8231 -2.8387 3.0602 -0.1523
C 6.5320 -1.7289 3.4875 -0.7306
I 8.3373 -1.9977 4.5478 0.7902
C 6.0776 -0.4477 3.2353 -0.1599
C 4.8866 -0.2802 2.5400 -0.0237
C 2.9614 -1.0687 -0.0401 -0.2791
C 4.1640 -1.1950 -0.8359 -0.0169
C 3.7799 -1.2559 -2.1401 -0.0231
C 2.3409 -1.1500 -2.1727 -0.2718
N 1.8821 -0.9827 -0.8796 -0.1026
C 1.5321 -1.2883 -3.2923 -0.1034
C 0.1103 -1.1487 -3.3353 -0.2739
C -0.7531 -1.6576 -4.3227 -0.0444
C -2.0481 -1.3120 -3.9430 -0.0685
C -1.9431 -0.5720 -2.7546 -0.3008
N -0.6444 -0.4924 -2.3809 -0.0985
C 2.1834 -1.6778 -4.5701 -0.2054
C 2.8037 -2.9161 -4.7154 -0.0248
C 3.3995 -3.2797 -5.9159 -0.1549
C 3.3758 -2.3884 -6.9737 -0.7315
I 4.2848 -2.9269 -8.8003 0.7874
C 2.7638 -1.1512 -6.8614 -0.1574
C 2.1620 -0.8085 -5.6601 -0.0236
C 1.5800 -1.7721 3.4503 -0.0405
C 0.2440 -1.9434 3.7349 -0.0493
N -2.1587 -0.6976 0.1624 -0.1086
H -4.3017 2.6671 -5.6177 0.0855
H -3.0344 0.8506 -4.6090 0.0939
H -4.9334 1.6378 -0.8351 0.0904
H -6.2117 3.4360 -1.8622 0.0847
H -5.4254 -0.4466 -0.3326 0.1034
H -4.7866 -1.5132 2.0169 0.0974
H -1.7039 -4.1485 3.3225 0.1267
H -2.9107 -5.2393 5.1753 0.0895
H -4.9904 -1.5757 5.9553 0.0880
H -3.7598 -0.4902 4.1129 0.1176
H 4.0703 -3.5119 2.0264 0.1289
H 6.1927 -3.8361 3.2577 0.0891
H 6.6374 0.4133 3.5766 0.0862
H 4.5176 0.7185 2.3408 0.1100
H 5.1678 -1.2719 -0.4455 0.1010
H 4.4171 -1.3706 -3.0040 0.1027
H -0.4550 -2.2330 -5.1863 0.0978
H -2.9688 -1.5799 -4.4393 0.1006
H 2.8099 -3.6004 -3.8764 0.1263
H 3.8689 -4.2484 -6.0222 0.0884
H 2.7569 -0.4621 -7.6954 0.0870
H 1.6636 0.1468 -5.5527 0.1199
H 2.4138 -1.9240 4.1182 0.0958
H -0.1772 -2.2604 4.6755 0.0979
F -0.5124 6.2853 3.9716 0.1403
C -1.5126 5.3873 4.1083 -0.5849
F -2.6571 6.0425 3.8385 0.1469
F -1.5480 5.0243 5.3973 0.1461
C -1.3184 4.2267 3.1918 -0.1040
C -1.0748 2.9458 3.6615 0.0355
C -0.8790 1.9309 2.7436 -0.0750
N -0.9140 2.1121 1.4205 -0.0086
C -1.1793 3.3495 0.9847 -0.1162
C -1.3795 4.4288 1.8162 0.0180
H -1.0404 2.7435 4.7225 0.1264
H -0.6843 0.9145 3.0788 0.1127
H -1.2522 3.4715 -0.0912 0.1162
H -1.5887 5.4109 1.4140 0.1284
C 2.9457 3.4299 -0.0694 -0.0261
O 1.8810 2.4584 -0.0888 -0.1503
C 1.0382 2.3160 -1.0754 -0.2691
C 1.1931 3.2235 -2.2405 -0.0652
H 3.5587 3.3622 -0.9654 0.1025
H 3.5484 3.1925 0.8017 0.0947
H 2.5358 4.4341 0.0336 0.0982
H 1.5904 4.2147 -2.0037 0.0751
H 0.2371 3.3181 -2.7530 0.0849
H 1.8787 2.7311 -2.9420 0.1119
```

---

Below is a structure of composition C53H37F6N7PSSc, with properties calculated with ωB97M-V/def2-TZVPD.

Output
HOMO level (spin up / spin down): -9.65 / -10.22 eV
2S+1: 2
net charge: +1
expectation value of S²: 0.855
LUMO (spin up / spin down): -4.0 / -5.5 eV
energy: -4524.89940 Ha

Geometry as XYZ:
```
106
Properties=species:S:1:pos:R:3:mulliken_spin:R:1
Sc -0.3660 0.2880 0.1183 -0.0449
C 4.3233 -3.0566 5.4049 0.0087
C 3.9797 -3.8678 4.3312 -0.0034
C 3.1364 -3.3903 3.3392 0.0324
C 2.6174 -2.1003 3.4208 0.0459
C 2.9585 -1.2930 4.5037 0.0239
C 3.8135 -1.7679 5.4887 -0.0043
C 1.6857 -1.5963 2.3736 -0.0211
C 0.3559 -1.3772 2.7567 0.0442
C -0.1746 -1.6909 4.0470 -0.0119
C -1.4941 -1.3695 4.0163 0.0272
C -1.7665 -0.8827 2.7007 -0.0324
N -0.6287 -0.8713 1.9501 0.1014
C -3.0549 -0.5230 2.2518 -0.0816
C -3.3858 -0.1865 0.9340 0.0520
C -4.7098 0.1669 0.5056 -0.0055
C -4.6336 0.4257 -0.8182 0.0200
C -3.2679 0.1899 -1.2023 -0.0369
C -2.7808 0.2597 -2.5088 0.0055
C -3.7252 0.6696 -3.5855 0.0626
C -3.5136 1.8672 -4.2639 0.0383
C -4.3888 2.2616 -5.2659 -0.0029
C -5.4676 1.4558 -5.6048 0.0108
C -5.6768 0.2574 -4.9351 -0.0045
C -4.8107 -0.1345 -3.9237 0.0288
C -1.4661 -0.0878 -2.9011 0.0245
N -0.4286 -0.3441 -2.0703 0.1203
C 0.6116 -0.7204 -2.8823 -0.0096
C 1.8792 -1.1140 -2.4496 0.0324
C 2.8553 -1.5779 -3.4777 0.0367
C 3.3047 -0.7349 -4.4914 0.0215
C 4.2029 -1.1916 -5.4457 -0.0064
C 4.6537 -2.5037 -5.4041 0.0122
C 4.1997 -3.3560 -4.4070 -0.0046
C 3.3117 -2.8954 -3.4471 0.0319
C 2.2752 -1.2241 -1.0927 0.0334
C 3.5856 -1.6028 -0.6669 -0.0087
C 3.5319 -1.7322 0.6867 0.0295
C 2.1875 -1.4429 1.0675 -0.0030
N 1.4503 -1.0718 -0.0233 0.0829
C 0.1949 -0.7081 -4.2593 0.0059
C -1.0919 -0.2881 -4.2712 0.0008
N -2.5222 -0.1714 -0.1196 0.1222
C -4.1596 -0.5520 3.2558 0.0982
C -4.6170 0.6277 3.8328 0.0314
C -5.6474 0.5836 4.7636 -0.0004
C -6.2221 -0.6292 5.1178 0.0033
C -5.7637 -1.8073 4.5420 0.0011
C -4.7341 -1.7699 3.6126 0.0304
H 4.9844 -3.4299 6.1766 0.0005
H 4.3654 -4.8775 4.2676 -0.0001
H 2.8618 -4.0249 2.5044 0.0013
H 2.5508 -0.2903 4.5715 0.0045
H 4.0754 -1.1319 6.3253 0.0002
H 0.3826 -2.1223 4.8628 0.0032
H -2.2239 -1.4743 4.8038 0.0052
H -5.5750 0.2251 1.1463 0.0048
H -5.4239 0.7354 -1.4820 0.0035
H -2.6681 2.4915 -3.9948 -0.0015
H -4.2278 3.2000 -5.7818 0.0002
H -6.1472 1.7626 -6.3899 0.0007
H -6.5158 -0.3744 -5.1990 -0.0001
H -4.9706 -1.0680 -3.3958 0.0015
H 2.9371 0.2796 -4.5382 0.0054
H 4.5446 -0.5241 -6.2272 0.0001
H 5.3504 -2.8631 -6.1505 0.0006
H 4.5347 -4.3848 -4.3780 0.0000
H 2.9526 -3.5652 -2.6747 0.0030
H 4.4372 -1.7553 -1.3103 0.0008
H 4.3299 -2.0150 1.3547 0.0015
H 0.7947 -1.0174 -5.0993 0.0015
H -1.7496 -0.1795 -5.1193 0.0032
H -4.1667 1.5731 3.5543 0.0028
H -6.0000 1.5045 5.2112 0.0005
H -7.0262 -0.6580 5.8422 0.0003
H -6.2090 -2.7565 4.8132 -0.0001
H -4.3737 -2.6870 3.1586 0.0002
C 2.2043 2.7833 -3.9388 -0.0004
N 2.7679 2.3428 -2.6688 0.0088
C 4.0978 2.0192 -2.4246 -0.0013
C 4.2027 1.7127 -1.1270 0.0022
N 2.9273 1.8429 -0.5704 -0.0005
C 2.0350 2.2257 -1.5384 -0.0039
S 0.3914 2.5322 -1.4115 0.0052
C 2.6905 1.9226 0.8317 0.0033
C 3.6733 2.4791 1.6335 0.0017
C 3.4346 2.5818 2.9918 0.0004
C 2.2150 2.1580 3.4896 0.0045
C 1.2959 1.6308 2.6063 0.0019
N 1.5292 1.4856 1.2944 -0.0007
H 3.0081 2.8371 -4.6695 0.0000
H 1.7468 3.7637 -3.8228 0.0000
H 1.4349 2.0841 -4.2707 0.0002
H 4.8431 2.0160 -3.2019 0.0002
H 5.0465 1.3687 -0.5566 -0.0002
H 4.5866 2.8584 1.1980 0.0001
H 4.1823 3.0176 3.6420 -0.0001
H 1.9607 2.2542 4.5368 0.0003
H 0.3239 1.3166 2.9601 -0.0062
F -1.2142 1.8529 1.0343 0.0024
P -1.9000 3.3508 1.8502 0.0008
F -1.9361 3.9778 0.3953 0.0003
F -0.3923 3.8210 2.0214 0.0002
F -1.7720 2.4815 3.1953 -0.0015
F -2.4976 4.6079 2.5738 0.0000
F -3.3263 2.6823 1.5904 0.0004
```

---

Number 1: strongest force on any atom 1.93 eV/Å. Number 2: strongest force on any atom 1.20 eV/Å.